Molecular formula: C6H15N3
Method: DFT, wB97M-V/def2-TZVPD

The geometry in XYZ format:
```
24
Properties=species:S:1:pos:R:3:forces:R:3
C 2.297 0.226 -0.512 0.1 2.6 -1.5
C 0.974 -0.065 0.070 -0.4 0.5 -1.5
N 0.107 0.911 0.378 -2.4 -1.1 2.1
C 0.029 2.360 0.406 -1.0 -0.4 1.3
N -1.178 0.280 0.719 -0.8 0.4 -2.6
C -2.190 0.780 -0.232 -2.6 2.0 -2.4
C -0.984 -1.157 0.502 0.3 -4.2 0.3
N 0.387 -1.227 0.117 1.7 0.4 -2.1
C 0.934 -2.527 -0.334 -1.1 -0.6 2.3
H 2.228 0.580 -1.649 -0.2 -1.3 2.2
H 3.022 -0.554 -0.367 0.2 -0.3 -0.1
H 2.661 1.181 -0.070 0.1 -0.8 0.1
H -0.968 2.830 0.670 1.3 -1.1 -0.2
H 0.748 2.650 1.083 1.5 1.2 1.6
H 0.324 2.603 -0.528 0.7 1.7 -3.1
H -1.623 0.531 1.591 0.9 0.0 1.3
H -3.117 0.188 -0.150 0.1 0.7 1.0
H -2.339 1.945 -0.277 0.0 -2.6 0.9
H -2.045 0.577 -1.291 1.4 -0.4 0.0
H -1.561 -1.709 -0.386 0.4 1.7 2.2
H -0.944 -1.803 1.454 -1.4 1.2 -1.0
H 1.704 -2.596 -1.027 1.5 1.2 -1.5
H 1.373 -2.826 0.616 -0.2 -1.4 -0.2
H 0.163 -3.179 -0.784 0.0 0.4 0.9
```
Forces are in eV/Å.

Values from the calculation:
- net charge = +2
- energy above the lowest of the compared OMol25 structures with the same formula, charge and spin (kcal/mol) = 96.6
- structure (SMILES) = CC1=[N+](C)[N@@H+](C)CN1C
- calculated total energy (eV) = -10915.0883
- LUMO (eV) = -7.612